Record 1
# C47H76BrCl34F4O3P

A cluster of 18 separate species, C47H76BrCl34F4O3P in total at a distorted geometry (the ωB97M-V functional and the def2-TZVPD basis, the OMol25 dataset).

Geometry as XYZ:
```
166
Properties=species:S:1:pos:R:3:mulliken_charge:R:1
C -4.80112 -4.76043 3.74657 -1.5226
C -3.83393 -4.12343 2.72735 0.9963
C -2.56930 -4.97029 2.66652 -1.0960
C -1.36443 -4.31562 1.93571 -1.9748
C -1.65417 -2.97857 1.32050 1.1564
C -1.37486 -1.86921 2.08291 0.4356
Br -0.68087 -2.04794 3.85140 -0.1106
C -1.62212 -0.60166 1.62388 0.4131
C -2.12281 -0.44980 0.33999 0.2031
C -2.42730 -1.55374 -0.43858 0.0010
C -2.95798 -1.32965 -1.82823 -1.5937
C -1.84848 -0.76236 -2.75554 0.0695
C -1.34418 -1.87058 -3.70199 -0.2130
C 0.03115 -1.51852 -4.27101 -0.2112
C 0.87304 -2.75374 -4.60411 -0.3427
O 1.34713 -2.68797 -5.94079 -0.3425
C 2.70320 -3.04386 -6.08222 -0.0436
C 3.18007 -2.49728 -7.41039 -1.2525
C -2.21413 -2.84375 0.05436 0.6845
P -2.70129 -4.16324 -1.12449 0.2595
C -2.50764 -5.86520 -0.47670 -0.7164
C -4.55401 -3.98112 -1.14885 -0.7898
C -2.34888 0.96308 -0.11685 -0.6398
O -3.29589 1.30274 -0.78463 -0.6444
C -1.37602 2.00363 0.40521 0.9471
C -1.04037 3.14442 -0.51210 0.8224
F -2.16098 3.89426 -0.68207 -0.3873
F -0.10524 3.98064 -0.08818 -0.2769
C -0.59870 2.76314 -1.94200 -0.4161
F -1.61388 2.63938 -2.77552 -0.2676
F 0.14189 1.65496 -1.89278 -0.0794
C -0.96409 1.83152 1.65912 0.9526
C -0.07838 2.79486 2.40875 -0.2569
C -0.71433 4.20414 2.58630 -1.0570
C 1.40277 2.81538 1.97627 -0.9905
C 1.88688 1.58722 1.21437 0.4554
C 2.01226 0.38273 2.16726 -0.6250
C -1.41318 0.63088 2.42893 -1.0926
O -1.61402 0.72375 3.60714 -0.5906
H -5.83600 -4.60113 3.48305 0.4149
H -4.65264 -4.26897 4.69816 0.3566
H -4.57363 -5.80425 3.90396 0.3425
H -3.59761 -3.14956 3.12095 -0.0127
H -4.30048 -4.02686 1.75652 -0.3467
H -2.28600 -5.10992 3.70146 0.4572
H -2.78631 -5.95454 2.27789 0.5541
H -0.93611 -4.98701 1.22021 -0.1639
H -0.59706 -4.20853 2.68011 1.0038
H -3.25692 -2.24579 -2.30152 0.2207
H -3.81965 -0.69690 -1.80462 0.3049
H -2.20997 0.05960 -3.34984 0.4165
H -1.01011 -0.50373 -2.13369 -0.3035
H -1.19764 -2.74518 -3.08329 0.1047
H -2.05481 -2.03579 -4.49681 0.3250
H -0.04994 -0.88653 -5.14350 0.4583
H 0.59275 -0.94149 -3.54809 -0.1728
H 1.68982 -2.84652 -3.90918 0.1880
H 0.24694 -3.63805 -4.49629 0.2529
H 3.30841 -2.61324 -5.29255 0.2591
H 2.80658 -4.12654 -6.07650 0.2395
H 3.23921 -1.42257 -7.33475 0.3237
H 4.14755 -2.89369 -7.68113 0.4226
H 2.46906 -2.75128 -8.18251 0.2272
H -3.11370 -6.01125 0.40566 0.2953
H -1.48660 -6.18324 -0.32718 -0.4432
H -2.93810 -6.51310 -1.22747 0.6883
H -4.83727 -3.35071 -0.31504 0.4050
H -5.03168 -4.94511 -1.01149 -0.1220
H -4.88521 -3.53582 -2.06696 0.5350
H 0.03666 3.55637 -2.31300 0.4481
H -0.02911 2.42976 3.42384 1.4256
H -1.68723 4.23897 2.12339 -0.1885
H -0.07680 4.90215 2.07008 0.0466
H -0.77553 4.47277 3.62466 0.3029
H 2.00775 2.85157 2.87032 0.7142
H 1.65864 3.69791 1.43160 -0.1372
H 2.87352 1.82873 0.83731 0.2083
H 1.27607 1.32263 0.36297 -0.3435
H 2.89362 -0.18388 1.90656 0.2470
H 2.17599 0.75104 3.16940 0.2959
H 1.13879 -0.25227 2.17373 -0.1748
C 2.06763 -4.96493 -1.15285 -0.5910
Cl 0.60455 -3.98812 -0.97011 0.0907
Cl 2.81239 -5.32496 0.40987 -0.1715
H 1.80297 -5.89839 -1.63531 0.3698
H 2.77710 -4.41307 -1.75846 0.3508
C 2.87419 6.70784 1.68286 0.0069
Cl 3.94959 5.33010 1.43225 -0.0999
Cl 1.87284 6.47043 3.11757 -0.0781
H 3.46893 7.60061 1.81695 -0.1740
H 2.22991 6.81132 0.81711 0.2758
C -4.81142 3.48567 0.99130 1.7124
Cl -6.18968 4.59456 0.93435 -0.1959
Cl -4.33241 3.11003 2.64878 -0.1674
H -5.07451 2.56750 0.48258 -0.5424
H -3.97462 3.95724 0.49707 -0.8099
C 1.72954 -1.39388 -11.15788 -0.2826
Cl 3.04965 -0.49150 -10.40664 -0.1415
Cl 2.15632 -3.08756 -11.42923 -0.1490
H 0.86930 -1.35550 -10.50131 0.2497
H 1.49889 -0.93837 -12.11230 0.3180
C -8.26711 -5.24209 -1.83732 -0.3542
Cl -8.01457 -3.59848 -1.24169 -0.0825
Cl -7.13018 -6.39313 -1.10700 -0.1539
H -9.27388 -5.54820 -1.58343 0.3433
H -8.12794 -5.25311 -2.91097 0.2489
C 5.96113 9.56528 2.25433 -0.3649
Cl 4.41968 10.29214 2.72435 -0.1382
Cl 5.99206 7.82514 2.57050 -0.0857
H 6.10584 9.72487 1.19330 0.3223
H 6.75590 10.03582 2.81932 0.2939
C 3.90532 -0.31435 -1.73395 -0.4899
Cl 2.64308 -1.48852 -1.35318 0.1418
Cl 5.32186 -1.08324 -2.45445 -0.1675
H 3.51191 0.40995 -2.43783 0.4378
H 4.19885 0.17682 -0.81338 0.0559
C -7.21619 0.98411 -1.51579 0.3183
Cl -8.62177 1.57378 -0.62212 -0.1690
Cl -7.04238 -0.77411 -1.39268 -0.1111
H -7.33266 1.24480 -2.56003 0.3134
H -6.32418 1.44601 -1.10783 -0.3873
C -3.55225 6.89916 -0.57217 0.8012
Cl -4.38162 7.64077 -1.94294 -0.1785
Cl -3.09321 8.09562 0.65035 -0.1453
H -4.21884 6.18004 -0.11357 -0.3845
H -2.65488 6.41133 -0.93114 -0.0443
C -1.22133 -9.77704 0.07345 -0.0904
Cl -0.30145 -8.37360 -0.49392 -0.0897
Cl -2.83136 -9.34501 0.67488 -0.2140
H -1.33068 -10.46839 -0.75224 0.0383
H -0.67179 -10.24048 0.88259 0.3258
C 7.71657 -1.74165 0.58483 -0.4896
Cl 5.98520 -1.79876 0.94521 -0.0581
Cl 8.18956 -0.20644 -0.15115 -0.0933
H 8.26535 -1.86555 1.50920 0.3474
H 7.95000 -2.54448 -0.10320 0.3093
C -3.92784 -11.84033 -1.67595 0.2537
Cl -5.09372 -13.07390 -1.19078 -0.1625
Cl -2.41686 -12.55783 -2.26291 -0.1807
H -4.35989 -11.24928 -2.47377 0.2865
H -3.70581 -11.21644 -0.81637 -0.1658
C 6.24540 0.00488 4.75235 -0.1895
Cl 4.82125 1.03418 4.58443 -0.0750
Cl 6.65767 -0.28786 6.44765 -0.1690
H 6.03808 -0.94617 4.27774 0.1725
H 7.08346 0.49463 4.27328 0.2727
C 2.30515 8.91797 6.31687 0.0924
Cl 3.98597 9.46131 6.38626 -0.1365
Cl 1.18243 10.09957 6.99843 -0.1658
H 2.03906 8.75233 5.28195 -0.0459
H 2.22426 7.99609 6.87871 0.2471
C 6.93395 3.61052 -1.71031 -0.4750
Cl 5.68026 2.41553 -1.35385 0.0254
Cl 8.36854 2.86469 -2.42129 -0.1508
H 6.53302 4.33228 -2.41027 0.3307
H 7.21721 4.09695 -0.78560 0.2856
C 6.85856 6.36684 6.70704 -0.3465
Cl 7.51133 7.95165 6.27011 -0.1480
Cl 5.23874 6.10609 6.05338 -0.0716
H 7.51594 5.60282 6.31205 0.2746
H 6.80894 6.30146 7.78643 0.2930
C -1.41300 8.06853 4.19327 -0.0918
Cl -1.16690 9.74132 4.71608 -0.1525
Cl -0.54029 6.91348 5.21001 -0.1511
H -2.46872 7.83646 4.25361 0.3898
H -1.06245 7.96738 3.17264 0.0383
```

Calculated values
Charge: 0
Gap between HOMO and LUMO, eV: 7.0

=====

Record 2
# C19H48CaCu2N3O7

A structure of composition C19H48CaCu2N3O7 at a distorted geometry (the ωB97M-V functional and the def2-TZVPD basis, the OMol25 dataset).

Geometry as XYZ:
```
80
Properties=species:S:1:pos:R:3:mulliken_charge:R:1
Cu 21.40726 16.99880 7.10881 0.7146
Cu 24.54521 17.73243 5.19615 0.7594
Ca 23.83350 15.09613 7.24152 1.3360
C 23.74624 18.31071 8.60597 -0.4994
O 23.59588 17.33862 7.55826 -0.6352
H 22.89379 18.24146 9.29365 0.2739
H 24.57515 18.11524 9.29592 0.1157
H 23.78798 19.33372 8.24049 0.2775
C 27.82104 19.70044 10.87250 -0.5482
O 28.99155 19.64023 11.64469 -0.3738
C 29.70792 18.42476 11.57438 0.2465
C 30.91359 18.55628 10.63651 -0.8451
N 30.57560 18.30422 9.27565 -0.0885
C 30.75741 16.93181 8.77980 -0.5576
C 30.40279 16.83936 7.32375 -0.4914
O 31.42870 17.38713 6.55180 -0.3110
C 31.46639 16.90116 5.22755 -0.7223
H 28.05898 19.88747 9.81221 0.2695
H 27.24857 20.55725 11.22585 0.3184
H 27.22109 18.78385 10.94048 0.1515
H 29.06812 17.60347 11.22906 -0.3455
H 30.03148 18.21409 12.59462 0.3976
H 31.70536 17.90032 11.05046 0.3459
H 31.39071 19.52589 10.78561 0.4411
H 30.96943 18.96173 8.61410 0.3061
H 30.10130 16.29899 9.39100 0.2125
H 31.78280 16.61397 8.99906 0.3241
H 29.40548 17.19093 7.01940 0.2826
H 30.34160 15.73713 7.18593 0.3964
H 32.39449 17.22252 4.76555 0.2757
H 30.61277 17.24532 4.63448 0.2623
H 31.48556 15.80324 5.23889 0.3143
C 16.13363 23.19991 9.07099 -0.7469
O 17.43585 22.90106 8.55129 -0.3426
C 18.28402 22.31557 9.48751 -0.6765
C 19.60907 22.09606 8.79688 -0.3336
N 20.12027 23.36214 8.33152 -0.1684
C 21.38053 23.39719 7.63556 -0.7312
C 22.52671 22.82546 8.42856 0.0030
O 23.66285 23.03448 7.62338 -0.3296
C 24.84098 22.53264 8.19346 -0.6048
H 16.14938 23.36171 10.15239 0.3397
H 15.46012 22.37433 8.84289 0.2593
H 15.80192 24.13691 8.63255 0.2648
H 17.86265 21.33593 9.77447 0.3428
H 18.39629 22.89604 10.40967 0.4166
H 19.42044 21.37454 7.96714 0.2064
H 20.29397 21.57722 9.47187 0.3645
H 19.39278 23.77350 7.75180 0.2699
H 21.58192 24.43417 7.36053 0.3491
H 21.33319 22.89636 6.64547 0.3010
H 22.38450 21.74803 8.58557 0.0112
H 22.66383 23.40291 9.34847 0.2968
H 24.65477 21.54792 8.64123 0.1263
H 25.23320 23.24940 8.92462 0.3463
H 25.63726 22.45384 7.45239 0.2824
C 22.58414 12.25346 5.86043 -0.7938
O 23.52596 12.87790 6.78191 -0.4287
C 24.65031 12.00755 7.11109 -0.7305
C 25.17029 12.38757 8.48072 -0.5701
N 25.42866 13.83087 8.51685 -0.0034
C 25.56179 14.41356 9.91047 -0.7029
C 26.94203 14.98224 10.11575 -0.6800
O 27.94292 13.99850 10.04564 -0.3333
C 28.00832 13.13977 11.18867 -0.7595
H 22.40962 11.21768 6.15520 0.3233
H 23.04985 12.17194 4.87736 0.3477
H 21.66161 12.81818 5.91946 0.3119
H 25.42099 12.18176 6.35324 0.3584
H 24.34563 10.96366 7.07946 0.5136
H 26.03418 11.77361 8.74219 0.3330
H 24.41034 12.19865 9.24333 0.4468
H 26.39956 14.01557 8.24373 0.1800
H 25.33700 13.66925 10.67454 0.2563
H 24.82281 15.21460 10.06273 0.3686
H 27.01441 15.56473 11.04310 0.5919
H 27.19160 15.68116 9.30203 0.1990
H 28.87247 12.49868 11.04203 0.2734
H 27.08257 12.60247 11.37494 0.3094
H 28.29435 13.74265 12.06197 0.3390
```

Calculated values
Charge: +3
Energy relative to the best compared isomer or geometry (same formula, charge and spin), kJ/mol: 0.00
Gap between HOMO and LUMO, eV: 1.7

=====

Record 3
# C5H10N2O

A cluster of 2 separate species, C5H10N2O in total at a distorted geometry (the ωB97M-V functional and the def2-TZVPD basis, the OMol25 dataset).

Geometry as XYZ:
```
18
Properties=species:S:1:pos:R:3:nbo_charge:R:1
C 0.00000 0.00000 0.00000 -0.6029
C 1.15999 0.91822 0.31749 -0.4109
C 0.53347 2.28249 0.72333 0.0977
C 0.23073 2.79647 1.91636 -0.1265
N -0.20956 4.08457 1.80373 -0.5234
C -0.07937 4.34730 0.50974 0.1532
N 0.29987 3.24880 -0.18839 -0.4852
H -0.43666 0.41952 -0.92191 0.2130
H -0.78687 -0.04881 0.77140 0.2084
H 0.34983 -1.02454 -0.21101 0.2000
H 1.69255 0.53246 1.20800 0.1984
H 1.90025 1.02077 -0.49917 0.2249
H 0.34620 2.33336 2.89631 0.1986
H -0.37808 4.80658 2.50859 0.4467
H -0.43476 5.30687 0.13422 0.1862
O -0.09185 5.97904 3.95840 -0.9505
H -0.01056 5.80972 4.92432 0.4901
H -0.83036 6.62470 3.88106 0.4823
```

Calculated values
Charge: 0
Energy relative to the best compared isomer or geometry (same formula, charge and spin), kJ/mol: 67.15
Gap between HOMO and LUMO, eV: 8.5
SMILES string: CCc1c[nH]cn1.O